# 1
C38H36AsBFN4O6RuS | ωB97M-V with the def2-TZVPD basis set

```
89
Properties=species:S:1:pos:R:3
Ru -1.90539 0.24736 -1.98318
S -4.21616 0.27336 -1.59345
C -4.45695 0.33648 0.14973
C -5.69174 0.81912 0.58571
C -5.99203 0.87904 1.93428
C -5.06612 0.43320 2.86541
C -3.83686 -0.04487 2.44170
C -3.51045 -0.10462 1.09022
As -1.72661 -0.64900 0.47933
C -1.05164 -1.51460 2.11148
C -1.01842 -2.89435 2.26219
C -0.58922 -3.45014 3.45918
C -0.17554 -2.63449 4.50183
C -0.17910 -1.25547 4.34258
C -0.60659 -0.69737 3.14882
C -2.23731 -2.21723 -0.58065
C -3.30507 -3.04072 -0.24294
C -3.71390 -4.04189 -1.10919
C -3.07381 -4.21557 -2.33082
C -2.00635 -3.40430 -2.67685
C -1.58408 -2.40800 -1.80424
H -6.41124 1.14650 -0.15353
H -6.94528 1.27319 2.26018
H -5.29543 0.45994 3.92215
H -3.11814 -0.37821 3.17839
H -1.33312 -3.54060 1.45330
H -0.58795 -4.52572 3.57736
H 0.16251 -3.07280 5.43121
H 0.14316 -0.61593 5.15384
H -0.60969 0.38028 3.02432
H -3.82216 -2.88700 0.69707
H -4.53857 -4.68757 -0.83750
H -3.40374 -4.98956 -3.01062
H -1.49941 -3.55064 -3.62200
H -0.66344 -1.85728 -2.02283
C 5.59320 -3.18873 2.63661
C 5.53978 -2.64875 1.20118
C 6.85391 -1.90545 0.89732
C 5.39132 -3.83612 0.24416
C 4.41654 -1.62947 1.01491
C 4.11729 -0.72710 2.04074
C 3.20379 0.31103 1.89903
C 2.58873 0.42083 0.67646
O 1.66006 1.35266 0.23288
B 1.43986 0.99972 -1.06797
O 2.12744 -0.10849 -1.47454
C 2.86951 -0.46703 -0.35117
C 3.76603 -1.50007 -0.21549
H 6.30453 -4.01309 2.68804
H 4.61711 -3.55639 2.95818
H 5.92752 -2.43354 3.34765
H 7.70850 -2.58002 0.98279
H 6.99497 -1.08092 1.59750
H 6.84083 -1.49189 -0.11263
H 6.13062 -4.59885 0.48728
H 5.55504 -3.54559 -0.79450
H 4.39902 -4.28327 0.33119
H 4.63402 -0.81790 2.98514
H 3.00692 1.01428 2.69630
H 3.95568 -2.15957 -1.05017
F -2.74787 6.50125 0.85879
C -1.53868 5.94487 0.85057
C -1.06281 5.37653 -0.25951
N 0.20030 4.81572 -0.30776
C 0.62587 4.05746 -1.46713
C -0.16046 2.75950 -1.58356
O 0.51386 1.63020 -1.88385
O -1.35778 2.70363 -1.45196
C 1.04294 4.81268 0.80783
O 2.15537 4.33674 0.78151
N 0.50239 5.40997 1.91884
C -0.77732 5.95504 2.09822
O -1.14431 6.35902 3.16881
H -1.65451 5.33042 -1.16136
H 1.68866 3.85691 -1.35709
H 0.46272 4.64175 -2.37505
H 1.10187 5.42858 2.73202
C -3.15131 2.43542 -4.34215
C -1.94295 1.68570 -4.78366
N -1.38111 0.63198 -4.19853
C -0.34011 0.23241 -5.00907
C -0.27012 1.04711 -6.08910
N -1.28676 1.95839 -5.93220
H -3.15668 2.57864 -3.26656
H -4.05060 1.87035 -4.59266
H -3.20013 3.40791 -4.83094
H 0.27518 -0.61579 -4.76250
H 0.39532 1.06060 -6.93364
H -1.51732 2.69018 -6.58173
```

Its spin multiplicity is 5. As for the expectation value of S²: 6.016. The HOMO energy (spin up / spin down) comes out at -10.3433 / -10.5639 eV. The LUMO energy (spin up / spin down) is -2.250 / -3.759 eV. As for the net charge: +1. The orbital gap (spin up / spin down) is 8.1 / 6.8 eV.

Here are the Mulliken charges for atoms 1 to 2, given in e:
1 Ru 0.36
2 S -0.45

# 2
C5H6O2 | ωB97M-V with the def2-TZVPD basis set

```
13
Properties=species:S:1:pos:R:3
C -1.78072 0.46830 -1.81712
C -0.75179 0.36219 -1.20067
C 0.43801 0.16936 -0.36327
C 0.67923 -1.33754 -0.30780
O 0.18799 -2.06868 0.51837
C 0.22987 0.80861 1.04553
O 0.81864 0.07987 2.08621
H -2.69701 0.56555 -2.35733
H 1.30596 0.62070 -0.86065
H 1.33003 -1.74082 -1.10785
H -0.84335 0.96651 1.20986
H 0.71239 1.78911 1.04565
H 0.36149 -0.77435 2.11139
```

As for the SMILES: C#C[C@H](C=O)CO. The HOMO energy comes out at -9.9899 eV. The LUMO energy is 0.700 eV. As for the net charge: 0. The orbital gap is 10.7 eV.

Here are the Mulliken charges for atoms 1 to 2, given in e:
1 C 0.23
2 C -1.03

# 3
C3H10O3 | ωB97M-V with the def2-TZVPD basis set

```
16
Properties=species:S:1:pos:R:3
C -2.69503 2.12339 -3.41991
C -1.82330 2.30481 -2.44913
O 1.68834 -1.24737 0.07775
C -1.37451 1.05678 -1.63301
H -1.04153 3.06260 -2.41437
H -3.47018 2.81616 -3.48709
H 2.13680 -1.67374 -0.64749
H -1.28992 0.95779 -0.53902
H -2.15972 0.33691 -1.94984
H -0.42068 0.74101 -2.11591
H 2.10244 -1.54592 0.99279
H 1.06683 -1.46474 2.91502
O 0.26449 -0.97556 3.25476
H -0.23245 -1.50761 3.92280
H 3.24384 -1.86654 2.90946
O 2.47487 -1.87280 2.34573
```

The HOMO energy comes out at -7.2228 eV. The LUMO energy is -5.309 eV. As for the net charge: 0. The orbital gap is 1.9 eV.

Here are the Mulliken charges for atoms 1 to 2, given in e:
1 C -0.17
2 C 0.08

# 4
C19H27N3O5S | ωB97M-V with the def2-TZVPD basis set

```
55
Properties=species:S:1:pos:R:3
C -6.76805 -2.51753 0.63697
C -5.25247 -2.53397 0.51408
O -4.86861 -1.37588 -0.20092
C -3.54890 -1.15056 -0.43284
C -3.24597 0.02194 -1.13018
C -1.94075 0.34677 -1.42364
C -0.90137 -0.48304 -1.00732
N 0.41383 -0.08558 -1.27736
C 1.46097 -1.01332 -1.62804
C 2.35864 -1.38066 -0.43672
O 1.89558 -1.93386 0.54562
N 3.65386 -1.09710 -0.62367
C 4.71616 -1.27336 0.37173
C 4.84467 -2.76146 0.70146
C 6.00473 -0.75426 -0.26378
C 4.38514 -0.46681 1.62924
S 0.86198 1.47909 -0.90150
O 0.58092 2.35078 -2.00538
O 2.22953 1.42071 -0.46358
C -0.19288 1.89814 0.44951
C -1.26723 2.83462 0.51126
C -1.77098 3.72278 -0.56181
N -1.78294 2.82624 1.71000
O -1.09515 1.92266 2.45432
C -0.13622 1.36344 1.71344
C 0.77041 0.38470 2.34068
C -1.19602 -1.64978 -0.31576
C -2.51041 -1.98766 -0.03905
H -7.21994 -2.51552 -0.35105
H -7.10482 -3.39419 1.18279
H -7.08649 -1.62291 1.16469
H -4.79103 -2.53187 1.51132
H -4.92515 -3.43522 -0.02326
H -4.06102 0.65620 -1.44040
H -1.70222 1.23620 -1.98397
H 2.04927 -0.56045 -2.43141
H 0.99073 -1.92747 -2.00073
H 3.87378 -0.45366 -1.36766
H 5.10534 -3.32644 -0.19056
H 3.90153 -3.13524 1.08838
H 5.61696 -2.91116 1.45075
H 5.91721 0.30839 -0.47996
H 6.84056 -0.89911 0.41526
H 6.21765 -1.28743 -1.18808
H 3.54237 -0.91949 2.14274
H 5.23948 -0.44612 2.30058
H 4.12267 0.55080 1.34769
H -2.73694 3.36274 -0.91159
H -1.06642 3.73472 -1.38832
H -1.91144 4.72716 -0.16994
H 0.44677 0.19113 3.35974
H 1.78266 0.78589 2.34628
H 0.79365 -0.54683 1.77644
H -0.39478 -2.29110 0.01862
H -2.70622 -2.90253 0.49718
```

As for the SMILES: CCOc1ccc(N(CC(=O)NC(C)(C)C)S(=O)(=O)c2c(C)noc2C)cc1. The HOMO energy comes out at -8.1830 eV. The LUMO energy is 0.617 eV. As for the net charge: 0. The orbital gap is 8.8 eV.

Here are the Mulliken charges for atoms 1 to 2, given in e:
1 C -1.44
2 C -0.28

# 5
C2CsFO | ωB97M-V with the def2-TZVPD basis set

```
5
Properties=species:S:1:pos:R:3
C -1.32588 0.26159 -0.14572
O -2.69849 -1.28022 0.49899
C -2.28943 -0.62054 -0.43180
F -1.70946 1.58441 0.10183
Cs 2.21744 -0.15595 -0.37818
```

The HOMO energy (spin up / spin down) comes out at -5.4307 / -5.4358 eV. The LUMO energy (spin up / spin down) is -1.163 / -1.163 eV. As for the net charge: 0. The orbital gap (spin up / spin down) is 4.3 / 4.3 eV.

Here are the Mulliken charges for atoms 1 to 2, given in e:
1 C 0.12
2 O -0.47

# 6
C4H9NS | ωB97M-V with the def2-TZVPD basis set

```
15
Properties=species:S:1:pos:R:3
C 1.20121 2.71504 -0.05301
S 1.43610 1.00747 -0.54623
N -0.12727 0.53733 0.12898
C -0.52100 -0.67078 0.00536
C 0.50653 -1.73124 -0.35490
C -1.85775 -1.18346 0.41913
H 1.33666 2.86595 0.97913
H 2.02269 3.23740 -0.57921
H 0.24178 3.10214 -0.29846
H 1.26342 -1.08901 -0.80118
H 0.92880 -2.32465 0.48627
H 0.13201 -2.51155 -1.04426
H -2.38685 -0.43002 1.02613
H -2.44687 -1.45228 -0.40273
H -1.72945 -2.07234 1.03498
```

As for the SMILES: CSN=C(C)C. The HOMO energy comes out at -8.3511 eV. The LUMO energy is 1.016 eV. As for the net charge: 0. The orbital gap is 9.4 eV.

Here are the Mulliken charges for atoms 1 to 2, given in e:
1 C -0.82
2 S -0.06

Let's list E in order: -4993.633974 -344.506968 -345.675186 -1678.829821 -271.256371 -610.707885 Ha.
Let's list ΔE to the lowest compared entry with this formula, charge and spin in order: 0.00 59.58 212.89 61.51 41.27 28.74 kcal per mole.